No. 1
C7H10ClF8O2S | wB97M-V/def2-TZVPD

```
29
Properties=species:S:1:pos:R:3:forces:R:3:nbo_charge:R:1
Cl 2.9485 0.1062 -2.9411 -0.269 -0.034 0.445 -0.9751
S -0.9192 -0.6130 -5.2441 0.837 -0.477 0.838 1.2132
F 0.7385 2.6857 1.8791 -0.477 0.442 -0.147 -0.3249
F 0.5290 2.4342 -0.8796 0.484 -0.370 0.969 -0.3237
F -0.1849 1.5430 5.2053 -0.138 -0.138 0.158 -0.3316
F -1.2657 1.1562 3.3493 0.087 0.002 -0.157 -0.3079
F 0.0940 -1.0438 5.7117 -0.253 0.117 -0.705 -0.3384
F 2.5384 1.7523 1.2005 0.400 0.232 -0.235 -0.3193
F -0.6751 -1.6439 3.7107 0.318 0.672 0.377 -0.3215
F -0.7063 0.9222 0.0789 0.752 -0.036 0.138 -0.3489
O 0.4562 -0.3436 -5.7221 -0.435 -0.171 -0.337 -0.9436
O 0.9518 0.4652 2.0499 -0.051 0.809 -0.085 -0.4950
C 1.1011 0.6709 3.4436 0.087 -1.274 -0.174 -0.1488
C 0.6150 1.3034 -0.1027 -1.436 0.652 -1.409 0.4779
C -0.9003 -0.4382 -3.4149 -0.618 -0.349 0.355 -0.8476
C -0.7138 -0.6697 4.6643 -0.682 -0.294 0.568 0.5177
C -0.2714 0.7020 4.1341 0.645 -0.066 -0.053 0.6034
C -1.2522 -2.4274 -5.2543 -1.110 1.283 -0.685 -0.8252
C 1.2097 1.5819 1.2815 0.152 -1.012 0.132 0.8398
H 1.7308 1.5061 3.7387 -0.254 0.274 -0.214 0.2245
H 1.6125 -0.2401 3.7676 -0.036 0.156 0.309 0.2150
H -0.6406 -2.9866 -4.5596 0.146 -0.182 -0.174 0.2352
H -1.5156 0.4369 -3.2108 0.252 0.126 0.213 0.2184
H -1.7510 -0.5940 5.0254 0.302 -0.071 0.010 0.1433
H -1.2664 -2.7063 -6.3090 0.786 -0.320 0.107 0.2234
H -2.3288 -2.4403 -5.0410 0.179 -0.260 0.630 0.2078
H 0.0864 -0.3820 -2.9437 0.333 0.384 -0.807 0.2993
H -1.3674 -1.2942 -2.9168 -0.282 0.008 -0.342 0.2074
H 1.1468 0.5571 -0.7007 0.281 -0.102 0.275 0.2253
```
Forces are in eV/Å.

Computed properties:
Energy relative to the best compared isomer or geometry (same formula, charge and spin)   104.94 kJ/mol
E_HOMO   -3.84 eV
Net charge   -1
LUMO level   2.6 eV
Spin multiplicity   1

---

No. 2
C7H10ClFN2O4 | wB97M-V/def2-TZVPD

```
25
Properties=species:S:1:pos:R:3:forces:R:3:nbo_charge:R:1
Cl 1.0856 -0.4689 -2.5392 0.531 -0.685 -0.064 0.0297
F 1.5548 5.3531 -0.4836 1.311 -2.138 -0.119 -0.1958
O 4.0199 -3.6608 1.3708 0.687 -0.194 -0.295 -0.3513
O 0.3630 1.3262 -0.4678 -0.101 -0.467 0.538 -0.5391
O 2.5977 4.2265 -0.5046 -1.408 1.151 -0.095 -0.1301
O 4.5387 -4.2069 -0.6738 0.533 -0.089 -0.772 -0.3054
N 3.0716 -2.6046 -0.2336 0.937 -1.389 -0.262 -0.2988
N 4.0062 -3.5572 0.1596 -1.879 1.098 1.602 0.6601
C 1.9779 3.0102 -0.8733 0.417 -0.496 -0.713 -0.1210
C -0.9028 -0.6603 0.1204 2.560 -0.891 -1.454 -0.4274
C -1.1358 -1.5031 1.2839 1.332 0.615 2.598 -0.5867
C 1.1543 2.2913 0.2355 -0.267 0.535 -2.062 -0.0901
C 2.3533 -1.6969 -0.4818 -1.771 1.672 -1.030 0.4593
C 0.4676 -0.0240 0.0130 1.646 0.505 1.625 0.0948
C 1.3897 -0.8335 -0.8537 0.953 -0.272 -0.425 -0.2527
H -1.0706 -1.1400 -0.8224 -0.285 -0.668 -0.534 0.2073
H 1.5176 2.9980 -1.8973 -0.215 0.535 1.106 0.2159
H 2.8849 2.3767 -1.0838 -0.403 0.634 0.407 0.2200
H -0.3485 -2.2739 1.3228 -0.297 0.173 0.575 0.2029
H 0.4988 2.9966 0.7821 0.543 -0.443 -0.034 0.2049
H 1.0302 0.0257 0.9866 -1.006 -0.194 -0.314 0.1856
H 1.8901 1.7547 0.7970 0.166 0.053 1.116 0.1772
H -2.0667 -1.9803 1.1836 -1.259 -0.721 0.156 0.2193
H -1.1619 -0.8063 2.2364 0.237 -1.736 -1.595 0.2030
H -1.5184 0.1163 0.1334 -2.962 3.411 0.046 0.2183
```
Forces are in eV/Å.

Computed properties:
Energy relative to the best compared isomer or geometry (same formula, charge and spin)   206.04 kJ/mol
E_HOMO   -9.09 eV
SMILES   CC[C@H](OCCOF)C(Cl)=C=N[N+](=O)[O-]
LUMO level   -0.7 eV
Spin multiplicity   1

---

No. 3
C7H10ClN2 | wB97M-V/def2-TZVPD

```
20
Properties=species:S:1:pos:R:3:forces:R:3:nbo_charge:R:1
Cl 4.5610 0.0106 0.2233 -2.048 -0.074 -0.357 0.2344
N -1.2859 0.0455 0.0159 0.584 -2.462 0.978 -0.3095
N 2.7876 0.0208 0.0267 0.454 -3.704 -0.105 -0.3176
C 0.0356 0.0156 0.0543 -0.265 0.108 -0.137 0.2938
C -1.9790 1.2681 -0.0158 -0.982 -1.852 -1.721 -0.3995
C 2.0860 -1.2434 -0.0448 0.231 4.866 0.686 0.0793
C 2.1437 1.1803 0.0206 -0.861 0.235 0.388 0.1079
C 0.7524 -1.2208 0.0012 0.065 -0.793 -0.244 -0.2716
C -2.1976 -1.1264 -0.0015 5.153 -2.779 -0.351 -0.3928
C 0.7531 1.2612 0.0760 1.828 -2.536 -0.455 -0.3181
H -2.0310 1.4736 -1.0401 -0.699 1.126 -1.660 0.2140
H 0.1490 2.1101 0.0081 0.287 1.484 -0.041 0.2480
H 2.9129 1.9156 -0.0010 -0.439 1.509 0.049 0.2512
H -1.5319 2.0194 0.4654 1.527 2.741 2.074 0.2069
H 2.6219 -2.1029 -0.0937 1.822 -2.164 -0.125 0.2388
H -1.6600 -2.1768 0.2045 -0.960 2.620 -0.270 0.2164
H -2.9176 1.0766 0.3821 -1.887 0.159 0.615 0.2241
H 0.3284 -2.2310 -0.0665 -0.305 0.841 0.056 0.2599
H -2.8925 -1.0245 0.7120 -2.562 0.537 2.667 0.2144
H -2.6360 -1.2716 -0.9266 -0.943 0.137 -2.049 0.2200
```
Forces are in eV/Å.

Computed properties:
Energy relative to the best compared isomer or geometry (same formula, charge and spin)   151.97 kJ/mol
E_HOMO   -12.89 eV
Net charge   +1
SMILES   C[N+](C)=c1ccn(Cl)cc1
LUMO level   -4.1 eV
Spin multiplicity   1

---

No. 4
C7H10ClNO2 | wB97M-V/def2-TZVPD

```
21
Properties=species:S:1:pos:R:3:forces:R:3:nbo_charge:R:1
Cl 0.9261 2.6559 -1.0863 -0.482 0.529 -0.713 -0.0525
O 2.8282 1.1443 -0.2500 -0.621 -0.165 0.933 -0.6434
O 0.9214 1.3859 1.0494 0.879 -0.708 1.907 -0.5005
N 0.9119 -1.0724 0.4562 0.462 0.582 -2.676 -0.3885
C -1.3729 -1.2604 -1.8592 4.493 -0.735 0.459 -0.5851
C 1.4838 0.4907 2.0239 0.918 -0.001 1.123 -0.1466
C 1.6320 1.3560 -0.1406 1.494 -0.725 -0.959 0.6113
C -1.9951 0.1577 -0.0081 -0.284 2.866 0.041 -0.6043
C 1.7090 -0.8888 1.4284 -1.497 -0.049 0.432 0.1061
C 0.5847 -0.2398 -0.4634 -2.638 0.556 -0.032 0.3347
C -0.8620 0.0006 -1.0331 0.451 -2.121 0.507 -0.3136
H 2.3030 -1.7375 1.7497 0.237 0.523 0.478 0.2233
H -2.0412 -1.7692 -1.2683 -1.475 -1.328 1.506 0.2013
H -1.8669 -1.0530 -2.7268 -1.271 1.204 -2.377 0.2140
H -1.9463 1.1044 0.6545 0.227 -1.540 -1.001 0.2210
H -0.5863 -2.0544 -2.1792 -0.879 1.570 0.711 0.2129
H -2.8553 0.3201 -0.6855 -0.024 -0.093 0.657 0.2133
H -0.8492 0.9044 -1.6370 0.315 -0.257 -0.101 0.2413
H 0.8225 0.4863 2.8983 -0.288 -0.165 -0.447 0.2203
H 2.4495 0.7722 2.4838 -0.150 0.632 -0.832 0.2288
H -2.1968 -0.7028 0.5935 0.134 -0.576 0.387 0.2061
```
Forces are in eV/Å.

Computed properties:
Energy relative to the best compared isomer or geometry (same formula, charge and spin)   310.77 kJ/mol
E_HOMO (alpha / beta)   -8.58 / -8.58 eV
LUMO level (alpha / beta)   -0.6 / -0.6 eV
Spin multiplicity   1

---

No. 5
C7H10ClNO4Zr | wB97M-V/def2-TZVPD

```
24
Properties=species:S:1:pos:R:3:forces:R:3:nbo_charge:R:1
Zr 0.2688 0.3416 0.5410 6.306 -1.358 -0.210 1.8388
Cl 0.2695 -2.6231 2.5281 1.633 1.233 -0.990 2.4930
O -0.1335 -1.6555 1.2848 0.057 -0.576 1.298 -0.9476
O -0.9501 -3.0790 3.0866 -0.071 0.159 -0.226 -0.7662
O 1.0311 -1.7784 3.4144 -0.822 -0.797 -0.619 -0.7643
O 1.0667 -3.6873 1.9701 -0.970 1.091 0.327 -0.7624
N 2.0792 1.1136 1.2393 -4.627 -1.440 -1.102 -1.1666
C 1.2634 -1.0965 -1.4824 -0.440 0.920 -0.044 -0.2940
C -2.3239 0.9703 0.3008 -1.039 1.896 0.651 -0.3073
C -0.4942 0.2831 -2.0848 0.341 -0.509 0.273 -0.3054
C 0.6379 1.1215 -1.8077 0.234 -0.694 0.204 -0.4247
C -1.4393 1.8301 0.8777 -0.487 0.471 0.627 -0.5956
C -0.1112 -1.0770 -1.8760 0.187 0.644 -0.104 -0.3031
C 1.7322 0.2595 -1.4467 -0.381 -0.179 -0.602 -0.3089
H 1.8725 -1.9921 -1.3341 -0.327 0.455 0.201 0.2586
H 2.7487 0.5741 -1.2232 -0.441 -0.082 -0.003 0.2780
H -1.4602 0.6198 -2.4669 0.416 -0.162 0.151 0.2280
H -2.9056 0.2923 0.9779 0.680 0.361 -1.030 0.2562
H -0.8431 2.6095 0.3454 -0.700 -0.491 -0.021 0.2648
H -2.6924 1.2354 -0.7215 0.523 -0.924 1.006 0.2509
H 1.8315 1.9947 1.7132 0.219 0.179 0.216 0.3244
H -1.1807 1.8154 1.9649 -0.476 -0.218 -0.583 0.2565
H -0.7162 -1.9566 -2.1140 0.177 0.438 0.427 0.2462
H 0.6965 2.2007 -1.9649 0.008 -0.417 0.155 0.2507
```
Forces are in eV/Å.

Computed properties:
E_HOMO (alpha / beta)   -7.89 / -7.89 eV
LUMO level (alpha / beta)   -1.9 / -1.9 eV
Spin multiplicity   1

---

No. 6
C7H10FN2O | wB97M-V/def2-TZVPD

```
21
Properties=species:S:1:pos:R:3:forces:R:3:nbo_charge:R:1
F 1.0731 3.1725 1.6291 -0.076 -0.048 0.038 -0.1126
O -0.7782 -1.8186 -1.4780 0.484 0.433 0.219 -0.7084
N 0.1526 1.2005 1.2262 0.839 0.309 -0.216 -0.1412
N 1.2059 1.9510 1.0937 -0.647 -0.072 0.234 0.3026
C 1.4600 -0.4240 0.0326 -0.102 0.035 0.046 -0.1170
C -0.8796 -0.9217 0.8242 0.223 0.217 0.152 -0.4774
C 2.3484 1.6769 0.5268 0.977 0.241 -0.320 0.0466
C 0.2962 -0.0048 0.6967 -0.948 -0.550 0.169 0.2500
C 2.5113 0.4310 -0.0580 -0.143 0.024 0.037 -0.1645
C -1.5888 -1.1629 -0.5056 -0.283 -0.293 -0.453 0.1045
C -2.1161 0.1239 -1.1332 -0.167 -0.251 0.207 -0.6462
H -1.9928 0.9819 -0.4829 0.107 0.224 0.084 0.2065
H 3.1276 2.4178 0.5331 -0.061 0.359 0.124 0.2792
H -2.4343 -1.8134 -0.2985 -0.133 -0.117 0.252 0.1913
H -1.6041 -0.4821 1.4969 -0.110 0.181 0.209 0.2598
H -1.6307 0.3018 -2.0823 0.157 0.093 -0.194 0.2413
H 1.4948 -1.4065 -0.3918 0.023 -0.260 -0.093 0.2628
H -0.3524 -2.5763 -1.0682 -0.209 -0.369 -0.092 0.4651
H -0.5429 -1.8426 1.2984 0.035 -0.260 -0.143 0.2408
H -3.1786 0.0199 -1.3051 -0.210 0.079 -0.200 0.2422
H 3.4286 0.1756 -0.5540 0.243 0.025 -0.059 0.2746
```
Forces are in eV/Å.

Computed properties:
Energy relative to the best compared isomer or geometry (same formula, charge and spin)   155.97 kJ/mol
E_HOMO   -14.09 eV
Net charge   +1
SMILES   C[C@@H](O)Cc1ccc[n+](F)n1
LUMO level   -5.4 eV
Spin multiplicity   1

---

No. 7
C7H10FNTl | wB97M-V/def2-TZVPD

```
20
Properties=species:S:1:pos:R:3:forces:R:3:mulliken_charge:R:1
Tl -0.1177 -0.2277 0.5040 0.459 2.015 0.624 1.1509
F 0.1832 0.6657 2.3605 -0.008 0.092 0.491 -0.7168
N -1.5494 -1.8316 0.3224 1.348 -1.157 -2.024 -0.7389
C 0.9518 1.2969 -1.9527 -0.394 0.688 0.119 -0.5706
C -0.3492 -2.5535 -0.4999 -2.171 -1.446 0.339 -0.2759
C 1.1317 2.0203 -0.7392 -0.561 -0.125 -0.640 -0.5906
C 0.9750 -1.8455 -0.4998 -0.251 0.437 0.153 -0.8680
C -1.1448 1.8441 -1.1540 0.646 -0.290 -0.187 -0.6085
C -0.4441 1.1833 -2.2040 0.277 0.452 0.065 -0.4349
C -0.1688 2.3509 -0.2312 0.219 -0.373 -0.394 -0.5786
H -0.6914 -2.7550 -1.5387 0.070 0.168 0.560 0.2206
H 1.3103 -1.5291 -1.4921 0.233 -0.165 0.442 0.2234
H 1.7500 0.9397 -2.6059 -0.259 0.004 0.274 0.4647
H -2.2186 2.0144 -1.1041 0.254 -0.156 0.077 0.3958
H -0.3729 2.9671 0.6410 0.051 -0.267 -0.155 0.4047
H -0.2344 -3.5276 0.0014 -0.132 0.105 -0.204 0.2417
H -2.2365 -1.6160 -0.4193 0.265 0.004 0.527 0.1969
H -0.8986 0.7263 -3.0871 0.149 0.079 0.389 0.3516
H 2.0823 2.3349 -0.3126 -0.269 -0.210 0.005 0.3792
H 1.7139 -2.2931 0.1714 0.074 0.145 -0.459 0.3533
```
Forces are in eV/Å.

Computed properties:
E_HOMO   -3.73 eV
Net charge   -1
LUMO level   3.2 eV
Spin multiplicity   1

---

No. 8
C7H10IN | wB97M-V/def2-TZVPD

```
19
Properties=species:S:1:pos:R:3:forces:R:3:nbo_charge:R:1
I -4.0865 0.8942 -0.6663 -0.611 0.078 -0.438 0.1646
N -0.7865 0.7881 1.8555 2.427 -0.537 0.054 -0.4416
C -2.4084 0.6511 0.4581 1.632 -0.030 0.684 -0.3486
C 0.6910 0.9515 -0.9757 -1.810 0.521 0.723 -0.5818
C 0.1313 -1.5170 -0.9184 -1.141 -1.685 1.133 -0.5841
C -0.4388 0.1383 0.8374 -4.604 1.518 2.124 0.5552
C -2.1175 1.2512 1.6389 1.901 -3.534 -3.848 -0.1681
C 1.8909 -0.6454 0.5488 2.520 0.949 -0.477 -0.5875
C 0.5484 -0.3566 -0.0740 1.081 2.474 -0.526 -0.2290
H -0.0239 -2.4434 -0.3058 0.326 0.786 -0.259 0.2187
H 0.9744 -1.6674 -1.5117 1.317 -0.695 -1.361 0.2125
H -2.6317 1.8649 2.2349 -1.705 2.214 2.398 0.2046
H -0.4010 1.2332 -1.1530 1.601 -0.020 -0.569 0.2361
H 1.2405 0.6670 -1.8318 0.148 -0.364 -1.368 0.2127
H 2.2417 0.0477 1.3391 -0.723 -0.353 -0.222 0.2356
H 2.7595 -0.5743 -0.2078 -1.574 -0.064 0.640 0.2175
H 1.2277 1.8596 -0.5995 -0.526 -1.089 0.543 0.2277
H -0.7463 -1.4948 -1.5504 -0.260 0.871 0.002 0.2388
H 1.9352 -1.6481 0.8816 0.001 -1.041 0.767 0.2166
```
Forces are in eV/Å.

Computed properties:
Energy relative to the best compared isomer or geometry (same formula, charge and spin)   93.01 kJ/mol
E_HOMO   -8.19 eV
LUMO level   0.4 eV
Spin multiplicity   1